Record 1
The following is a DFT calculation (the ωB97M-V functional and the def2-TZVPD basis) of a 2-piece molecular cluster, C5H8O overall at a distorted geometry.

Geometry as ORCA input:
```
! wB97M-V def2-TZVPD RIJCOSX def2/J DEFGRID3
* xyz 0 1
C 1.71523 -0.53519 0.03978
C 0.67247 0.20106 -0.82216
C -0.73679 -0.29406 -0.63979
C -1.80514 0.49449 -0.57734
C -0.65009 0.73638 2.45416
O -1.38549 -0.01644 2.88248
H 2.41483 0.13059 0.55045
H 1.23142 -1.12695 0.81881
H 2.31726 -1.22306 -0.55508
H 0.70784 1.27640 -0.61895
H 0.90609 0.06421 -1.88451
H -0.86578 -1.37499 -0.54377
H -1.71867 1.57671 -0.66658
H -2.80318 0.09086 -0.43750
*
```

Output
HOMO: -9.63 eV
Kohn-Sham gap: 0.3992 hartree
LUMO: 1.233 eV

Charge distribution, Löwdin scheme, values in e:
1 C -0.12
2 C -0.27
3 C -0.23
4 C -0.04
5 C 0.01
6 O 0.02
7 H 0.07
8 H 0.06
9 H 0.06
10 H 0.10
11 H 0.11
12 H 0.11
13 H 0.06
14 H 0.05

***

Record 2
The following is a DFT calculation (the ωB97M-V functional and the def2-TZVPD basis) of an isolated ion of composition C9H17N2 and charge +1 at a distorted geometry.

Geometry as ORCA input:
```
! wB97M-V def2-TZVPD RIJCOSX def2/J DEFGRID3
* xyz 1 1
C -1.38465 -1.06391 0.31108
C -1.24285 1.29844 0.53025
C -0.14663 -1.41006 0.42669
C 1.16572 0.64897 0.46325
C 0.49570 -2.70570 0.77208
C 2.14516 0.35786 1.46199
C 0.34844 0.83338 -1.93407
C -3.14879 0.41102 -0.56351
C 1.52473 0.88169 -0.93745
N -1.88742 0.25750 0.11953
N 0.04353 1.47237 0.87354
H -2.11619 -1.83864 0.38961
H -1.73814 2.24392 0.21878
H 0.08177 -3.41657 0.03795
H 0.05862 -3.15219 1.72394
H 1.67598 -2.82684 0.64611
H 2.85268 1.18214 1.80211
H 2.81855 -0.36783 1.18913
H 1.58820 -0.00753 2.38270
H 0.77377 0.77354 -2.99172
H -0.33410 1.67615 -1.78006
H -0.14537 -0.18973 -1.85344
H -3.48710 -0.61136 -0.98816
H -3.95049 0.96443 0.02016
H -2.89243 1.09570 -1.39065
H 1.90670 1.97830 -0.93519
H 2.23149 0.06164 -1.29900
H 0.25795 2.29690 1.55096
*
```

Output
HOMO (spin up / spin down): -12.07 / -12.07 eV
Kohn-Sham gap (spin up / spin down): 0.3039 / 0.3038 hartree
LUMO (spin up / spin down): -3.803 / -3.802 eV

Charge distribution, Löwdin scheme, values in e:
1 C -0.12
2 C -0.11
3 C -0.04
4 C -0.33
5 C -0.09
6 C -0.06
7 C -0.10
8 C -0.01
9 C -0.21
10 N -0.12
11 N 0.10
12 H 0.13
13 H 0.18
14 H 0.08
15 H 0.11
16 H 0.13
17 H 0.13
18 H 0.06
19 H 0.12
20 H 0.11
21 H 0.06
22 H 0.09
23 H 0.14
24 H 0.13
25 H 0.10
26 H 0.16
27 H 0.15
28 H 0.22

***

Record 3
The following is a DFT calculation (the ωB97M-V functional and the def2-TZVPD basis) of a 2-piece molecular cluster, C2H10NS overall at a distorted geometry.

Geometry as ORCA input:
```
! wB97M-V def2-TZVPD RIJCOSX def2/J DEFGRID3
* xyz 1 1
C 2.15499 -1.49356 0.12609
S 0.67840 -2.47973 -0.29735
H 1.25961 -3.41593 -1.10127
H 2.83659 -1.84437 0.88031
H 1.94720 -0.44764 0.39886
H 2.82005 -1.42455 -0.70972
C -1.05734 0.90072 0.52110
N -1.89627 1.82753 -0.33589
H -2.19947 2.59963 0.14847
H -1.26611 2.32982 -0.93887
H -2.73116 1.37741 -0.96531
H -0.33329 1.65415 0.89956
H -0.56368 0.04316 0.09753
H -1.64952 0.37336 1.27650
*
```

Output
HOMO: -12.13 eV
Kohn-Sham gap: 0.2919 hartree
LUMO: -4.188 eV

Charge distribution, Löwdin scheme, values in e:
1 C -0.49
2 S 0.61
3 H -0.13
4 H 0.03
5 H 0.02
6 H 0.02
7 C 0.00
8 N 0.14
9 H 0.12
10 H 0.15
11 H 0.26
12 H 0.12
13 H 0.04
14 H 0.11

***

Record 4
The following is a DFT calculation (the ωB97M-V functional and the def2-TZVPD basis) of a 2-piece molecular cluster, C3H10N3O overall at a distorted geometry.

Geometry as ORCA input:
```
! wB97M-V def2-TZVPD RIJCOSX def2/J DEFGRID3
* xyz 1 1
C -1.42340 0.67700 -0.94587
C -1.05811 -1.51553 0.15638
C -0.18169 0.58537 1.03856
N 2.33449 0.09607 -0.36327
N -0.70346 -0.11810 0.09161
N 1.78719 0.47853 0.76234
O 2.53264 1.14792 1.42675
H -1.13273 0.23151 -1.83627
H -2.55842 0.61956 -0.90385
H -1.17025 1.66603 -1.09245
H -0.88449 -1.94016 -0.74826
H -0.25830 -2.13209 0.75023
H -2.01320 -1.65980 0.39322
H -0.26289 1.56723 0.85684
H -0.02365 0.18148 2.08605
H 1.77294 -0.33119 -1.10050
H 3.24332 0.44619 -0.57152
*
```

Output
HOMO: -14.31 eV
Kohn-Sham gap: 0.3633 hartree
LUMO: -4.419 eV

Charge distribution, Löwdin scheme, values in e:
1 C 0.01
2 C 0.00
3 C 0.06
4 N 0.17
5 N -0.21
6 N -0.19
7 O 0.07
8 H 0.07
9 H 0.14
10 H 0.08
11 H 0.06
12 H 0.16
13 H 0.06
14 H 0.09
15 H 0.17
16 H 0.14
17 H 0.13

***

Record 5
The following is a DFT calculation (the ωB97M-V functional and the def2-TZVPD basis) of C36H40OP2Re as an isolated structure at a distorted geometry.

Geometry as ORCA input:
```
! wB97M-V def2-TZVPD RIJCOSX def2/J DEFGRID3
* xyz 2 4
Re 0.18597 0.45273 5.38669
C -1.74291 -0.01181 5.99267
C -1.55432 -0.42927 4.61436
C -2.31721 0.32758 3.54251
C -1.68649 1.69163 3.25140
C -0.41342 1.90859 4.05327
C -0.52365 2.43220 5.41235
C -1.85900 2.54941 6.13574
C -2.59663 1.20731 6.30420
C 1.32057 -0.81310 4.24891
H -1.85229 -0.82817 6.71524
H -1.40620 -1.49852 4.40926
H -3.39084 0.45480 3.78189
H -2.30879 -0.30051 2.64735
H -1.41463 1.75406 2.19114
H -2.45366 2.46246 3.43447
H 0.44560 2.29064 3.49017
H 0.15866 3.26572 5.59935
H -2.55332 3.23996 5.62799
H -1.68997 2.96010 7.14584
H -2.90029 1.10861 7.35668
H -3.51026 1.23961 5.69035
H 1.44294 -1.73430 4.84951
H 2.32467 -0.40856 4.06646
H 0.83971 -1.06532 3.29771
P -0.12881 -1.99981 -2.91874
P 1.75734 0.52876 -3.30372
C -0.81884 -0.45200 -3.57594
C 0.00340 0.62357 -3.74041
C -0.77907 -3.28706 -4.07332
C -1.90843 -3.07903 -4.87721
C -2.30643 -4.02851 -5.83235
C -1.59545 -5.22470 -5.97744
C -0.47320 -5.44898 -5.17041
C -0.06182 -4.49402 -4.24050
C -1.04435 -2.18748 -1.35140
C -0.68608 -1.33402 -0.28859
C -1.28529 -1.51012 0.95570
C -2.32654 -2.43492 1.12506
C -2.70029 -3.26380 0.05511
C -2.04324 -3.16293 -1.17313
C 2.44618 1.14129 -4.94551
C 2.35227 0.32043 -6.08952
C 2.95836 0.69960 -7.29554
C 3.64051 1.91652 -7.39858
C 3.69261 2.76116 -6.28304
C 3.11578 2.36775 -5.07097
C 2.03689 1.96813 -2.20551
C 3.22685 2.01295 -1.44885
C 3.44506 3.05632 -0.53967
C 2.48245 4.05883 -0.38131
C 1.31138 4.03257 -1.15235
C 1.07163 2.97971 -2.03894
H -1.89854 -0.40833 -3.77060
H -0.33196 1.56910 -4.18032
H -2.48570 -2.16344 -4.77103
H -3.16635 -3.83563 -6.47985
H -1.90893 -5.96223 -6.71925
H 0.08285 -6.37740 -5.29312
H 0.82278 -4.66344 -3.62911
H 0.06708 -0.54713 -0.41066
H -0.89248 -0.91336 1.78364
H -2.83896 -2.52264 2.08462
H -3.49113 -4.00613 0.18653
H -2.30563 -3.83308 -1.99519
H 1.80606 -0.62559 -6.03548
H 2.89315 0.04213 -8.16361
H 4.13562 2.20859 -8.32546
H 4.18577 3.73107 -6.35324
H 3.17811 3.02405 -4.20275
H 3.98197 1.23135 -1.57085
H 4.37087 3.08983 0.04068
H 2.64410 4.86391 0.33726
H 0.58085 4.84171 -1.06055
H 0.13517 2.94429 -2.59960
C 0.87377 -0.11664 8.29128
O 1.18570 0.22054 6.95328
H -0.14958 -0.51475 8.36488
H 0.99547 0.78560 8.90828
H 1.60284 -0.87838 8.60184
*
```

Output
HOMO (spin up / spin down): -13.16 / -13.10 eV
Kohn-Sham gap (spin up / spin down): 0.2554 / 0.1844 hartree
LUMO (spin up / spin down): -6.207 / -8.082 eV

Charge distribution, Löwdin scheme, values in e:
1 Re 1.61
2 C -0.28
3 C -0.30
4 C -0.18
5 C -0.15
6 C -0.31
7 C -0.25
8 C -0.16
9 C -0.16
10 C -0.19
11 H 0.13
12 H 0.12
13 H 0.13
14 H 0.06
15 H 0.12
16 H 0.13
17 H 0.12
18 H 0.13
19 H 0.13
20 H 0.13
21 H 0.13
22 H 0.12
23 H 0.05
24 H 0.04
25 H 0.02
26 P 1.11
27 P 1.11
28 C -0.30
29 C -0.33
30 C -0.38
31 C -0.09
32 C -0.06
33 C -0.05
34 C -0.06
35 C -0.09
36 C -0.36
37 C -0.09
38 C -0.09
39 C -0.05
40 C -0.05
41 C -0.06
42 C -0.34
43 C -0.09
44 C -0.06
45 C -0.05
46 C -0.06
47 C -0.08
48 C -0.40
49 C -0.10
50 C -0.07
51 C -0.07
52 C -0.07
53 C -0.09
54 H 0.09
55 H 0.09
56 H 0.09
57 H 0.12
58 H 0.12
59 H 0.12
60 H 0.11
61 H 0.10
62 H 0.07
63 H 0.11
64 H 0.12
65 H 0.11
66 H 0.10
67 H 0.11
68 H 0.12
69 H 0.12
70 H 0.10
71 H 0.11
72 H 0.11
73 H 0.11
74 H 0.11
75 H 0.10
76 C -0.12
77 O -0.37
78 H 0.08
79 H 0.10
80 H 0.10

***

Record 6
The following is a DFT calculation (the ωB97M-V functional and the def2-TZVPD basis) of a 2-piece molecular cluster, C5H12NO2 overall at a distorted geometry.

Geometry as ORCA input:
```
! wB97M-V def2-TZVPD RIJCOSX def2/J DEFGRID3
* xyz -2 2
C 0.05694 1.05710 -0.62310
N -1.03252 0.48687 -1.39802
C -2.21933 -0.23540 -0.71026
O -3.00759 0.59085 0.04000
C 0.16378 0.77939 0.90495
C 0.52854 -0.65445 1.23486
C 1.47249 -1.28358 0.29275
O 3.04570 0.98620 -0.70796
H 0.99491 0.59896 -0.96268
H 0.25833 2.07609 -1.01166
H -1.46327 1.30005 -1.76949
H -1.81653 -1.25361 -0.36521
H -2.92112 -0.56483 -1.59807
H -0.55243 1.16550 1.50260
H 1.15945 1.33187 1.15146
H -0.36263 -1.31392 1.43301
H 1.57366 -2.24038 0.90027
H 0.89325 -1.55111 -0.64697
H 2.35262 -0.65379 -0.03267
H 0.87576 -0.62179 2.36620
*
```

Output
HOMO (spin up / spin down): 0.42 / 0.43 eV
Kohn-Sham gap (spin up / spin down): 0.2399 / 0.2395 hartree
LUMO (spin up / spin down): 6.952 / 6.952 eV

Charge distribution, Löwdin scheme, values in e:
1 C -0.28
2 N -0.08
3 C -0.54
4 O -0.41
5 C -0.22
6 C -0.36
7 C -0.19
8 O -0.71
9 H 0.02
10 H 0.10
11 H 0.03
12 H 0.07
13 H 0.05
14 H 0.04
15 H 0.11
16 H 0.09
17 H 0.06
18 H 0.08
19 H 0.01
20 H 0.11

***

Record 7
The following is a DFT calculation (the ωB97M-V functional and the def2-TZVPD basis) of one molecule with the formula C4H8N2 at a distorted geometry.

Geometry as ORCA input:
```
! wB97M-V def2-TZVPD RIJCOSX def2/J DEFGRID3
* xyz 0 1
C -0.22505 0.91483 -1.93979
C -0.31802 0.94431 0.64656
C 0.12661 -0.20138 1.67952
C 0.26431 -1.06083 -0.35840
H -1.31698 1.13234 -2.17301
H 0.34696 1.88501 -2.04396
H 0.10252 0.12649 -2.63112
H -1.41644 1.17446 0.83273
H 0.24691 1.87703 0.71249
H 1.01329 0.10217 2.20779
H -0.64353 -0.34557 2.45701
H 0.47413 -1.66792 -1.21765
N -0.02997 0.28891 -0.63222
N 0.33084 -1.41257 0.87342
*
```

Output
HOMO: -8.15 eV
SMILES: CN1C=NCC1
Kohn-Sham gap: 0.3333 hartree
LUMO: 0.921 eV

Charge distribution, Löwdin scheme, values in e:
1 C -0.07
2 C -0.14
3 C -0.19
4 C -0.19
5 H 0.09
6 H 0.09
7 H 0.07
8 H 0.12
9 H 0.10
10 H 0.09
11 H 0.10
12 H 0.11
13 N -0.19
14 N 0.02

***

Record 8
The following is a DFT calculation (the ωB97M-V functional and the def2-TZVPD basis) of a 2-piece molecular cluster, H3N2O2 overall at a distorted geometry.

Geometry as ORCA input:
```
! wB97M-V def2-TZVPD RIJCOSX def2/J DEFGRID3
* xyz -1 1
N 2.08339 0.52932 0.43377
N 0.40102 -1.03270 -0.25794
O -1.44421 -0.17403 0.63533
O 1.50280 -0.71008 0.29849
H -0.92626 -0.03507 1.48936
H 1.31246 1.16703 -0.01492
H -0.15084 -0.24563 -0.66628
*
```

Output
HOMO (spin up / spin down): -2.94 / -2.91 eV
Kohn-Sham gap (spin up / spin down): 0.2890 / 0.2814 hartree
LUMO (spin up / spin down): 4.922 / 4.749 eV

Charge distribution, Löwdin scheme, values in e:
1 N -0.08
2 N 0.00
3 O -0.52
4 O -0.37
5 H -0.08
6 H 0.02
7 H 0.03

***

Number 1: energy -270.514170 a.u., M 84.1 g mol⁻¹. Number 2: energy -462.236558 a.u., M 153.2 g mol⁻¹. Number 3: energy -534.832331 a.u., M 80.2 g mol⁻¹. Number 4: energy -359.409231 a.u., M 104.1 g mol⁻¹. Number 5: energy -2231.259120 a.u., M 736.9 g mol⁻¹. Number 6: energy -402.675180 a.u., M 118.2 g mol⁻¹. Number 7: energy -266.691132 a.u., M 84.1 g mol⁻¹. Number 8: energy -261.582157 a.u., M 63.0 g mol⁻¹.